#a
The following is a quantum chemistry calculation of C15H18O2 in the gas phase, from the Open Molecules 2025 dataset.

Output
Orbital gap ... 8.857 eV
SMILES ... O=C(CC[C@@H]1CCCCC1=O)c1ccccc1

Structure (ORCA input):
```
! wB97M-V def2-TZVPD RIJCOSX def2/J DEFGRID3
* xyz 0 1
O -0.71 -1.50 1.84
C -0.88 -1.29 0.59
C -2.04 -0.34 0.20
C -2.77 -0.52 -1.04
C -3.88 0.16 -1.43
C -4.42 1.14 -0.27
C -3.84 1.15 1.09
C -2.71 0.47 1.07
H -2.25 0.49 2.07
H -4.08 1.91 1.67
H -5.26 2.07 -0.52
H -4.49 0.39 -2.35
H -2.47 -1.36 -1.88
C -0.15 -1.71 -0.49
C 0.51 -0.65 -1.39
H -0.30 0.02 -1.53
H 1.12 -1.20 -2.05
C 1.43 0.06 -0.25
C 2.85 -0.56 -0.14
O 2.98 -1.67 -0.50
C 3.64 0.02 0.79
H 4.45 -0.50 1.18
C 4.05 1.51 0.38
C 2.74 2.27 0.22
C 1.88 1.65 -1.16
H 1.06 2.10 -1.11
H 2.39 1.14 -1.87
H 3.12 3.35 -0.42
H 2.20 2.38 1.09
H 4.74 1.88 1.10
H 4.63 1.37 -0.66
H 3.15 0.12 1.72
H 1.01 0.33 0.65
H 0.57 -2.59 -0.14
H -0.81 -2.44 -1.23
*
```

Electronic structure analysis, natural (NBO) charges in units of e: -0.55 0.57 -0.21 -0.17 -0.28 -0.12 -0.26 -0.14 0.22 0.21 0.21 0.25 0.21 -0.53 -0.43 0.23 0.25 -0.27 0.56 -0.53 -0.53 0.23 -0.38 -0.39 -0.33 0.18 0.21 0.20 0.20 0.22 0.20 0.24 0.21 0.26 0.25

---

#b
The following is a quantum chemistry calculation of 2 unconnected molecules or ions with the total composition C15H18O2, from the Open Molecules 2025 dataset.

Output
Orbital gap ... 9.035 eV
SMILES ... CCc1ccc(O)cc1.Cc1ccc(O)cc1

Structure (ORCA input):
```
! wB97M-V def2-TZVPD RIJCOSX def2/J DEFGRID3
* xyz 0 1
C -1.96 3.68 -0.90
C 0.34 2.15 2.24
C 0.31 1.38 1.05
C -0.11 3.44 2.30
C -0.53 1.79 0.05
C -1.05 3.73 1.31
C -1.21 3.03 0.14
O 1.28 1.85 3.23
H 1.16 0.66 0.78
H 1.27 1.04 3.73
H 0.08 3.86 3.25
H -0.58 1.27 -0.95
H -1.58 4.64 1.51
H -3.08 3.89 -0.59
H -2.06 3.12 -1.87
H -1.61 4.70 -1.25
C 2.19 -1.91 0.22
C 2.14 -2.44 1.58
C 0.99 -2.33 -0.72
C -0.30 -2.08 -0.19
C 1.23 -2.78 -2.08
C -1.38 -2.11 -1.00
C 0.11 -2.68 -3.01
C -1.15 -2.43 -2.34
O -2.25 -2.39 -3.18
H 2.29 -0.79 0.09
H 3.08 -2.28 -0.20
H 2.75 -1.95 2.16
H -0.38 -1.63 0.92
H 2.13 -3.01 -2.56
H -2.40 -2.10 -0.53
H 0.03 -3.13 -4.00
H -3.08 -2.60 -2.72
H 2.21 -3.46 1.66
H 1.13 -2.13 1.86
*
```

Electronic structure analysis, natural (NBO) charges in units of e: -0.63 0.29 -0.29 -0.25 -0.17 -0.17 -0.09 -0.73 0.23 0.49 0.23 0.22 0.20 0.22 0.22 0.23 -0.39 -0.59 -0.05 -0.18 -0.18 -0.30 -0.27 0.31 -0.70 0.20 0.20 0.20 0.22 0.21 0.22 0.23 0.48 0.21 0.19

---

In order of decreasing stability: #b, #a.

---

#a
The following is a quantum chemistry calculation of C3H2N2O3 in the gas phase, from the Open Molecules 2025 dataset.

Output
Orbital gap ... 9.047 eV

Structure (ORCA input):
```
! wB97M-V def2-TZVPD RIJCOSX def2/J DEFGRID3
* xyz 0 1
C -1.49 0.02 0.17
C 0.53 -0.70 -0.09
C 0.47 0.70 -0.24
H -1.60 -0.05 1.28
H -2.43 -0.12 -0.47
N 1.80 -1.03 -0.04
N 2.73 -0.15 -0.04
O -0.79 -1.10 -0.31
O 1.59 1.33 -0.08
O -0.80 1.09 -0.21
*
```

Electronic structure analysis, natural (NBO) charges in units of e: 0.23 0.18 0.64 0.16 0.20 -0.15 0.11 -0.47 -0.45 -0.45

---

#b
The following is a quantum chemistry calculation of 2 unconnected molecules or ions with the total composition C3H2N2O3, from the Open Molecules 2025 dataset.

Output
Orbital gap ... 8.345 eV

Structure (ORCA input):
```
! wB97M-V def2-TZVPD RIJCOSX def2/J DEFGRID3
* xyz 0 1
C 0.54 1.52 0.72
C -0.99 0.43 -0.45
C -0.12 -2.26 -0.43
N 0.76 0.27 0.93
N -0.19 -0.35 0.26
O -1.90 0.11 -1.16
O 0.84 -2.83 -0.10
O -0.54 1.76 -0.17
H 0.89 2.47 1.03
H -1.03 -2.27 -0.91
*
```

Electronic structure analysis, natural (NBO) charges in units of e: 0.28 0.80 0.68 -0.27 -0.42 -0.64 -0.37 -0.48 0.20 0.22

---

In order of decreasing stability: #b, #a.

---

#a
The following is a quantum chemistry calculation of a molecular structure, C3H2N2O3, from the Open Molecules 2025 dataset.

Output
Orbital gap ... 8.659 eV

Structure (ORCA input):
```
! wB97M-V def2-TZVPD RIJCOSX def2/J DEFGRID3
* xyz 0 1
C 0.95 0.64 -0.48
C -0.86 0.03 -1.21
C -0.68 -0.53 0.17
H 0.38 0.21 2.43
H 2.13 0.53 -0.72
N 0.24 0.26 0.73
N 0.19 0.65 -1.56
O 0.84 -0.31 1.83
O -1.95 -0.01 -1.90
O -1.25 -1.48 0.70
*
```

Electronic structure analysis, natural (NBO) charges in units of e: 0.31 0.50 0.54 0.48 0.26 -0.20 -0.47 -0.48 -0.47 -0.47

---

#b
The following is a quantum chemistry calculation of C3H2N2O3 in the gas phase, from the Open Molecules 2025 dataset.

Output
Orbital gap ... 9.855 eV
SMILES ... O=c1nconc1O

Structure (ORCA input):
```
! wB97M-V def2-TZVPD RIJCOSX def2/J DEFGRID3
* xyz 0 1
C -0.66 -0.53 0.03
C 1.65 0.65 -0.03
C -0.74 0.99 -0.01
H -1.92 -2.08 -0.26
H 2.69 1.11 -0.12
N 0.40 -1.29 0.22
N 0.63 1.47 -0.11
O -1.84 -1.14 -0.10
O 1.59 -0.72 0.14
O -1.79 1.54 0.25
*
```

Electronic structure analysis, natural (NBO) charges in units of e: 0.39 0.41 0.60 0.51 0.22 -0.16 -0.54 -0.65 -0.29 -0.48

---

In order of decreasing stability: #b, #a.

---

#a
The following is a quantum chemistry calculation of 2 unconnected molecules or ions with the total composition C4H8OS, from the Open Molecules 2025 dataset.

Output
Orbital gap ... 9.293 eV

Structure (ORCA input):
```
! wB97M-V def2-TZVPD RIJCOSX def2/J DEFGRID3
* xyz 0 1
C -2.41 -0.14 -0.50
C -1.00 0.17 -0.78
C -3.05 0.68 0.58
C 3.05 -0.70 0.01
O -1.29 -0.93 -0.18
S 4.01 0.52 -0.89
H -3.12 -0.71 -1.22
H 4.97 0.96 0.01
H -3.77 0.10 1.19
H -3.56 1.67 0.14
H -2.17 1.11 1.16
H 3.64 -1.39 0.56
H 2.35 -1.03 -0.82
H 2.35 -0.31 0.72
*
```

Electronic structure analysis, natural (NBO) charges in units of e: -0.11 0.31 -0.65 -0.74 -0.42 -0.05 0.19 0.12 0.23 0.23 0.22 0.22 0.24 0.21

---

#b
The following is a quantum chemistry calculation of C4H8OS in the gas phase, from the Open Molecules 2025 dataset.

Output
Orbital gap ... 10.067 eV
SMILES ... O=CCCCS

Structure (ORCA input):
```
! wB97M-V def2-TZVPD RIJCOSX def2/J DEFGRID3
* xyz 0 1
O -0.73 -2.23 -1.95
C -1.18 -2.22 -0.84
C -0.70 -1.37 0.33
C 0.09 -0.13 -0.24
C 0.88 0.57 0.87
S 0.72 2.42 0.76
H -2.25 -2.52 -0.75
H -1.59 -1.05 0.87
H 0.08 -1.81 0.96
H -0.65 0.64 -0.48
H 0.58 -0.48 -1.14
H 0.35 0.32 1.79
H 1.90 0.19 0.97
H 1.93 2.63 1.30
*
```

Electronic structure analysis, natural (NBO) charges in units of e: -0.51 0.44 -0.52 -0.41 -0.50 -0.06 0.10 0.22 0.23 0.20 0.24 0.20 0.22 0.13

---

In order of decreasing stability: #b, #a.